# 1
Computed, not measured: 5 unconnected molecules or ions with the total composition C19H28O15, with ωB97M-V/def2-TZVPD.

Computed properties:
structure (SMILES)	C[C@H]1COC(=O)O1.C[C@H]1COC(=O)O1.C[C@H]1COC(=O)O1.C[C@H]1COC(=O)O1.O=C1OCCO1
molar mass	496.4	g mol⁻¹
charge	0
energy above the lowest of the compared OMol25 structures with the same formula, charge and spin	0.0	kcal per mole
gap between HOMO and LUMO	10.7	eV
HOMO energy	-0.388	Eh

The geometry in XYZ format:
```
62
C19H28O15, DFT ωB97M-V/def2-TZVPD
C 1.03986 3.42332 3.63693
C 0.89035 2.27350 2.67626
C 2.08951 2.15641 1.73878
O 2.30198 0.74105 1.64162
C 1.75932 0.15600 2.74083
O 1.95661 -0.96566 3.07278
O 0.94818 1.02712 3.38323
H 1.29708 4.35399 3.12917
H 1.80298 3.20242 4.38172
H 0.11733 3.62334 4.18725
H -0.03232 2.31550 2.09666
H 3.02346 2.59744 2.09420
H 1.89765 2.55568 0.74267
C 3.56274 1.15173 -2.02944
C 4.89761 1.86232 -2.00349
C 4.80236 3.36212 -1.75500
O 4.91736 3.43550 -0.32141
C 5.68527 2.39570 0.07881
O 6.23627 2.27725 1.12042
O 5.65105 1.42342 -0.86642
H 3.04282 1.30808 -1.08413
H 3.61963 0.08281 -2.23198
H 2.96737 1.52370 -2.86691
H 5.43913 1.64323 -2.92368
H 3.88815 3.87210 -2.04496
H 5.64232 3.92162 -2.17514
C -1.08800 -2.02559 2.37737
C -2.18016 -1.40823 3.19582
C -3.59906 -1.95497 2.90839
O -4.02914 -2.51309 4.13461
C -3.02692 -2.50089 5.03682
O -3.03092 -3.07661 6.07295
O -2.00356 -1.73124 4.60110
H -1.08229 -3.11726 2.42120
H -0.11044 -1.67567 2.70741
H -1.25319 -1.83134 1.31172
H -2.16339 -0.31721 3.22229
H -3.59952 -2.70744 2.12095
H -4.25881 -1.14217 2.60537
C -2.12213 -4.16491 -4.75465
C -2.21348 -2.85683 -4.01705
C -3.57400 -2.15200 -4.09041
O -3.89847 -1.88973 -2.70935
C -3.10649 -2.63258 -1.90464
O -3.26313 -2.72596 -0.72724
O -2.11559 -3.18764 -2.60806
H -1.17848 -4.67056 -4.56629
H -2.22860 -4.03465 -5.83262
H -2.93401 -4.79731 -4.39317
H -1.41640 -2.14744 -4.23522
H -4.38360 -2.72744 -4.53857
H -3.53420 -1.16642 -4.54865
O 0.57577 0.45883 -2.99950
C -0.22837 0.71603 -2.16461
O 0.05007 1.44583 -1.04984
C -1.05268 1.41297 -0.15837
C -2.15698 0.68172 -0.94657
O -1.50859 0.30852 -2.16070
H -0.82486 0.87541 0.76320
H -1.36457 2.42759 0.08491
H -3.01535 1.33060 -1.11507
H -2.52452 -0.22202 -0.46228
```

Atomic partial charges in e from the Mulliken method, atoms 1 to 4: C -1.682; C 0.981; C -0.490; O -0.292

# 2
Computed, not measured: a molecular structure, C19H29AsBaO3S3, with ωB97M-V/def2-TZVPD.

Computed properties:
molar mass	613.9	g mol⁻¹
charge	+2
energy above the lowest of the compared OMol25 structures with the same formula, charge and spin	30.0	kcal per mole
gap between HOMO and LUMO	9.5	eV
HOMO energy	-0.531	Eh

The geometry in XYZ format:
```
56
C19H29AsBaO3S3, DFT ωB97M-V/def2-TZVPD
Ba 0.85180 1.05350 -0.24163
O 1.01290 0.63043 1.93153
S 1.28053 0.32451 3.40139
C 0.25476 -1.15368 3.77190
C 0.06931 -2.06811 2.56236
C -1.24838 -1.79421 1.82222
C -1.43867 -2.71874 0.61844
S -1.31311 -1.87648 -0.99994
O -0.25798 -0.78875 -0.82737
C -2.88406 -1.00835 -0.98242
C -4.00593 -1.73100 -1.36908
C -5.23136 -1.08921 -1.44142
C -5.32439 0.26530 -1.14456
C -4.19592 0.98062 -0.76778
C -2.96643 0.34388 -0.69111
C 2.88102 -0.49593 3.41588
C 3.41016 -0.87691 4.64202
C 4.65718 -1.47889 4.68117
C 5.36998 -1.68182 3.50686
C 4.84036 -1.28079 2.28921
C 3.59179 -0.67762 2.24246
H -0.69984 -0.78146 4.14664
H 0.77519 -1.64808 4.58987
H 0.07317 -3.10215 2.90876
H 0.91030 -1.95613 1.87138
H -1.27016 -0.74698 1.50977
H -2.07773 -1.93907 2.51449
H -2.42225 -3.18722 0.60017
H -0.68663 -3.50915 0.58877
H -3.92302 -2.78445 -1.61404
H -6.11047 -1.64113 -1.74430
H -6.28104 0.76573 -1.21123
H -4.27160 2.03398 -0.53220
H -2.08511 0.90861 -0.41063
H 2.86807 -0.69835 5.56398
H 5.07592 -1.78201 5.63079
H 6.34652 -2.14518 3.54252
H 5.40469 -1.43508 1.37941
H 3.17257 -0.35228 1.29915
O 3.47643 1.00790 -1.35683
H 4.13143 1.64844 -1.05300
H 3.98388 0.26446 -1.70229
C -1.34445 1.20311 -3.67995
As -0.39746 2.81623 -3.18455
C -1.24787 4.21309 -4.19375
C 1.37432 2.63297 -3.93500
S -0.42524 3.35729 -1.14578
H -1.30798 1.12627 -4.76692
H -2.38089 1.29164 -3.36120
H -0.89166 0.31597 -3.24274
H -1.28031 3.92089 -5.24389
H -0.68637 5.13857 -4.09047
H -2.25983 4.36363 -3.82552
H 1.26669 2.39728 -4.99390
H 1.94131 1.84300 -3.44642
H 1.89587 3.58193 -3.83125
```

Atomic partial charges in e from the Mulliken method, atoms 1 to 4: Ba 1.668; O -0.470; S 0.041; C -0.964

# 3
Computed, not measured: 2 unconnected molecules or ions with the total composition C19H29BN4O6S, with ωB97M-V/def2-TZVPD.

Computed properties:
structure (SMILES)	CB(O)[C@H](NCCCCOC(C)=O)[C@@H](CCO)O[C@@H](N=C=O)N=C=S.c1ccncc1
molar mass	452.3	g mol⁻¹
charge	0
gap between HOMO and LUMO	8.7	eV
HOMO energy	-0.312	Eh

The geometry in XYZ format:
```
60
C19H29BN4O6S, DFT ωB97M-V/def2-TZVPD
C -2.67767 2.34913 -0.89694
B -1.74114 1.98950 0.30578
O -2.31129 1.59649 1.52169
C -0.15427 2.00160 0.18896
N 0.37905 0.67661 0.59346
C 0.70864 -0.15298 -0.57043
C 1.08393 -1.58180 -0.17004
C -0.12968 -2.53782 -0.03177
C -0.39479 -3.10611 1.35407
O -0.38237 -2.05307 2.32829
C -0.89313 -2.35580 3.54544
C -0.51183 -1.32869 4.56672
O -1.58122 -3.32318 3.73639
C 0.43656 3.17374 0.98832
C 0.64675 2.89421 2.48010
C 2.05276 2.41760 2.82382
O 1.98433 1.90844 4.16441
O 1.70950 3.59586 0.44862
C 1.71687 4.66061 -0.42236
N 0.92273 4.41345 -1.64867
C 1.42585 3.79671 -2.57747
O 1.84133 3.25500 -3.51557
N 1.19786 5.86190 0.21388
C 0.18320 6.44562 -0.08173
S -1.16128 7.18228 -0.38171
H -2.21608 3.06100 -1.58777
H -2.96103 1.44651 -1.45224
H -3.61133 2.78516 -0.51945
H -2.54145 2.33587 2.09383
H 0.08095 2.16103 -0.86535
H -0.32680 0.19312 1.14349
H -0.13910 -0.23416 -1.27669
H 1.53171 0.33810 -1.10256
H 1.72554 -1.98868 -0.96120
H 1.68643 -1.56292 0.74402
H 0.02918 -3.38457 -0.70293
H -1.03707 -1.99793 -0.33092
H -1.37054 -3.59768 1.37977
H 0.36055 -3.84936 1.63185
H -1.14009 -0.44113 4.43816
H -0.66709 -1.74596 5.56097
H 0.51685 -1.00176 4.42218
H -0.26790 4.01327 0.91737
H -0.05806 2.12949 2.81469
H 0.45420 3.82186 3.03023
H 2.76477 3.24985 2.78412
H 2.35288 1.62800 2.12867
H 2.86228 1.59236 4.40492
H 2.76164 4.85024 -0.67540
C -0.98756 -5.36611 -5.15517
C 0.14073 -4.57187 -5.28050
C 0.77432 -4.13679 -4.12612
N 0.35545 -4.43793 -2.89920
C -0.73051 -5.20024 -2.79366
C -1.43389 -5.68931 -3.88388
H -1.50968 -5.72644 -6.03196
H 0.52592 -4.29306 -6.25161
H 1.66184 -3.51642 -4.18623
H -1.05509 -5.42954 -1.78380
H -2.30948 -6.30615 -3.73576
```

Atomic partial charges in e from the Mulliken method, atoms 1 to 4: C -0.959; B 0.641; O -0.610; C -0.184

# 4
Computed, not measured: a molecular structure, C19H29CoO, with ωB97M-V/def2-TZVPD.

Computed properties:
molar mass	332.4	g mol⁻¹
charge	-2
energy above the lowest of the compared OMol25 structures with the same formula, charge and spin	32.9	kcal per mole
spin multiplicity	5
gap between HOMO and LUMO (alpha / beta)	3.9 / 4.6	eV
HOMO energy (alpha / beta)	0.056 / 0.029	Eh

The geometry in XYZ format:
```
50
C19H29CoO, DFT ωB97M-V/def2-TZVPD
Co -0.22040 0.55049 0.35106
C 2.01349 0.37683 1.54273
C 2.45878 -0.48143 0.47849
C 2.15821 0.15398 -0.78426
H 2.97176 -1.40084 0.57671
C 1.47326 1.41252 -0.50995
C 1.41385 1.56042 0.95422
H 1.22588 2.48481 1.47568
H 2.17343 0.20774 2.58820
H 2.50340 -0.16890 -1.72596
H 1.29594 2.17547 -1.23751
C -2.04590 0.18159 1.09182
C -1.50790 1.40368 1.47045
C -1.26297 2.11366 0.33386
H -1.38281 1.75461 2.56399
C -1.59309 1.36848 -0.74904
C -2.09183 0.16139 -0.29708
H -2.48169 -0.69463 -0.94329
H -2.39947 -0.64640 1.78075
H -0.90251 3.24027 0.29176
H -1.55497 1.68635 -1.86313
O 0.09086 -1.47055 -1.46885
C -0.24469 -0.58310 -4.05974
C 0.41859 -1.92042 -3.96551
C 0.56204 0.60293 -3.95658
C -1.69598 -0.56686 -3.99964
C 0.52659 -2.32228 -2.35577
H 1.45544 -1.92753 -4.41064
H -0.15285 -2.71850 -4.50117
H -0.00580 -3.31683 -2.23276
H 1.60840 -2.58390 -2.15101
H 0.61048 1.04927 -4.95280
H 1.63016 0.44359 -3.58290
H 0.14869 1.42026 -3.23454
H -2.05476 -0.59156 -5.04472
H -2.14043 0.34994 -3.49235
H -2.18913 -1.45268 -3.44587
C 0.55766 -4.14445 2.46514
C -0.55271 -3.42462 1.69644
C -1.81883 -3.29066 2.54476
C -0.06022 -2.11023 1.24876
H 0.87640 -3.54611 3.32896
H 1.43288 -4.30536 1.82368
H 0.21904 -5.12101 2.83013
H -0.78834 -3.98031 0.76886
H -1.66827 -2.56812 3.35807
H -2.65764 -2.94530 1.92853
H -2.09536 -4.25536 2.98710
H 0.19635 -1.98993 0.19096
H 0.32146 -1.44002 2.02987
```

Atomic partial charges in e from the Mulliken method, atoms 1 to 4: Co -0.354; C -0.659; C -1.091; C -0.489

Total energy values, unit eV, following the record order: -50870.767 -120342.296 -49930.535 -59837.329.
Max |F| values, unit eV/A, following the record order: 1.09 2.97 0.82 7.89.